Entry 1:
Molecular formula: C7H18INO2P
Method: DFT, ωB97M-V/def2-TZVPD

- Molecular weight: 306.10 g mol⁻¹
- E_HOMO (spin up / spin down): -10.93 / -10.93 eV
- Calculated total energy: -30515.3449 eV
- HOMO-LUMO gap (spin up / spin down): 4.3 / 4.4 eV

Structure (ORCA input):
```
! wB97M-V def2-TZVPD RIJCOSX def2/J DEFGRID3
* xyz 1 1
C -0.14395 -2.35915 -2.20481
C 0.81867 1.06448 -0.41174
C 0.29830 0.00620 0.55471
C 0.17595 2.35558 0.11535
C 1.31876 -1.20838 0.45209
C 0.37206 3.50532 -0.92723
C 0.90388 -2.53409 0.97650
N 0.29286 4.82902 -0.35454
O -2.37138 -2.96439 -0.83299
O -0.23887 -3.20108 0.47969
P -0.83278 -3.29396 -0.90346
I -3.62806 -2.08156 3.16763
H 0.89496 -2.54351 -2.44603
H -0.57265 -1.85056 -3.00576
H 1.87198 1.01352 -0.29152
H 0.32438 1.02158 -1.39453
H -0.75773 -0.25162 0.34872
H 0.21748 0.32485 1.70513
H 0.61848 2.62504 1.01278
H -0.92331 2.32425 0.24249
H 2.32810 -0.86816 0.82015
H 1.51978 -1.20189 -0.66377
H -0.29946 3.44401 -1.74518
H 1.34472 3.27726 -1.39808
H 0.57624 -2.39203 2.09185
H 1.77002 -3.24004 0.88140
H -4.12725 -2.64994 4.49592
H 0.57302 4.88179 0.60656
H 0.64243 5.50977 -1.01737
H -2.96662 -3.54231 -0.35398
*
```

Here are the Löwdin charges for atoms 1 to 5, given in e: 0.028 -0.217 -0.214 -0.204 -0.207

Entry 2:
Molecular formula: C10H14N3S
Method: DFT, ωB97M-V/def2-TZVPD

- Molecular weight: 208.31 g mol⁻¹
- E_HOMO: -12.68 eV
- Calculated total energy: -25893.1664 eV
- HOMO-LUMO gap: 8.7 eV

Structure (ORCA input):
```
! wB97M-V def2-TZVPD RIJCOSX def2/J DEFGRID3
* xyz 1 1
C -3.57569 -2.18545 -0.08403
C -3.78448 -0.84097 -0.36886
C -2.28734 -2.69836 -0.01919
C -2.71493 -0.00126 -0.58899
C -1.20042 -1.87320 -0.22573
C -1.40578 -0.51576 -0.51799
C -0.32530 0.34672 -0.73499
C 1.97531 1.24772 0.06978
C 3.45419 1.26284 -0.25940
C 1.28729 -0.59326 1.52531
N -0.02596 1.34853 -1.39287
N 1.42816 0.00218 0.22319
N 1.23142 1.90134 -1.20099
S 1.67682 2.55782 1.41026
H -4.42001 -2.83509 0.08444
H -4.78932 -0.45135 -0.42203
H -2.13134 -3.74427 0.19502
H -2.86605 1.04283 -0.81364
H -0.19352 -2.25844 -0.20049
H 3.65744 0.61402 -1.10869
H 4.00156 0.87351 0.59621
H 3.80685 2.27287 -0.45312
H 1.79188 -1.56008 1.50812
H 1.74411 0.03056 2.29685
H 0.24044 -0.75932 1.78736
H 1.16027 2.91819 -1.02259
H 1.79888 1.76458 -2.05313
H 0.46552 2.13309 1.77018
*
```

Here are the Löwdin charges for atoms 1 to 5, given in e: -0.031 -0.046 -0.042 0.003 -0.016

Entry 3:
Molecular formula: C46H45AsMnN6P2S2
Method: DFT, ωB97M-V/def2-TZVPD

- Molecular weight: 937.85 g mol⁻¹
- E_HOMO (spin up / spin down): -6.54 / -6.70 eV
- Calculated total energy: -189778.5643 eV
- <S²>: 8.7650
- HOMO-LUMO gap (spin up / spin down): 5.3 / 5.4 eV

Structure (ORCA input):
```
! wB97M-V def2-TZVPD RIJCOSX def2/J DEFGRID3
* xyz 0 6
Mn 1.86108 -1.90224 -1.20400
N 2.55998 1.60467 -1.41833
P 2.70038 0.07139 -2.21425
C 4.46876 0.08428 -2.48410
C 5.33163 -0.95861 -2.09888
C 6.66021 -0.88037 -2.40361
C 7.19734 0.14765 -3.19808
C 6.40403 1.23698 -3.50450
C 5.01096 1.13731 -3.24664
C 2.04125 0.38855 -3.82123
C 0.99459 1.29297 -4.02567
C 0.72293 1.77198 -5.31471
C 1.45816 1.29704 -6.38804
C 2.46879 0.31437 -6.18475
C 2.72531 -0.18698 -4.93476
P 1.57195 2.09774 -0.07797
C 2.75699 3.17116 0.77825
C 4.11099 2.73814 0.90561
C 4.98264 3.52669 1.69221
C 4.53430 4.68955 2.28968
C 3.20615 5.11902 2.11201
C 2.37753 4.41514 1.29087
C 0.64328 3.34442 -0.92064
C -0.76748 3.32724 -0.84460
C -1.53627 4.28638 -1.51789
C -0.87191 5.35537 -2.16990
C 0.53568 5.46000 -2.20982
C 1.26223 4.43569 -1.59443
H 3.09792 2.36337 -1.75314
H 4.89118 -1.83643 -1.55683
H 7.39263 -1.55865 -1.94176
H 8.25188 0.13322 -3.44834
H 6.80909 2.18005 -3.90474
H 4.30550 1.94081 -3.56764
H 0.39296 1.53241 -3.11006
H -0.03059 2.57372 -5.42014
H 1.30931 1.66121 -7.41875
H 3.08878 0.07029 -7.03536
H 3.45103 -0.95691 -4.72669
H 4.48056 1.88664 0.35721
H 6.01462 3.21979 1.77174
H 5.18091 5.25915 2.97201
H 2.90885 6.05359 2.59232
H 1.33862 4.78176 1.04234
H -1.19191 2.57416 -0.17931
H -2.61430 4.27235 -1.45034
H -1.47764 6.15424 -2.63047
H 1.06133 6.22290 -2.78508
H 2.32530 4.50901 -1.54226
S 3.25839 -1.94461 0.77241
C 3.55269 -3.61207 0.88999
C 4.08292 -4.01457 2.18595
N 4.56986 -4.27502 3.19262
C 3.37538 -4.60787 -0.13975
S 2.58811 -4.32259 -1.61011
C 4.00555 -5.88460 -0.04250
N 4.58886 -6.86169 0.20880
N -5.10136 -3.79514 -0.88874
C -5.91417 -4.84073 -0.42702
C -7.13668 -5.39852 -0.89386
C -7.60466 -6.49026 -0.18498
C -6.96834 -6.98607 0.94155
C -5.82221 -6.35674 1.46495
C -5.21971 -5.33060 0.73958
N -4.03985 -4.69234 0.90939
C -3.96042 -3.74437 -0.10222
C -2.78485 -2.95885 -0.26170
C -2.47464 -2.16099 -1.34959
C -1.18072 -1.80381 -1.54179
N -0.16868 -2.28232 -0.79354
C -0.49663 -3.04762 0.32635
C -1.80225 -3.30853 0.68058
H -5.30654 -3.28903 -1.76800
H -7.66305 -4.99184 -1.73781
H -8.54340 -6.92989 -0.55797
H -7.45674 -7.79070 1.51759
H -5.39024 -6.68487 2.36391
H -3.13307 -1.85304 -2.20654
H -0.90043 -1.23806 -2.45045
H 0.37049 -3.38927 0.85804
H -1.99425 -3.87505 1.55999
C -2.89073 3.92163 3.37370
C -3.55937 2.72089 4.03980
As -2.66807 1.06927 3.36679
C -1.77031 0.53540 5.11480
C -0.25211 0.61173 5.03135
C -4.19843 -0.22832 3.60462
C -5.29342 0.06431 4.64286
H -3.36973 4.93731 3.55502
H -2.87555 3.78049 2.27475
H -1.81170 3.92750 3.61231
H -4.67995 2.74585 3.92783
H -3.33120 2.73954 5.15956
H -2.04671 -0.53941 5.19524
H -2.25345 1.19145 5.90706
H 0.10650 -0.22230 4.43928
H 0.27791 0.74933 5.97075
H 0.04953 1.49540 4.47190
H -3.74262 -1.18814 3.81392
H -4.62187 -0.36484 2.61414
H -4.92155 0.54888 5.54638
H -5.85823 -0.86896 4.97105
H -6.01578 0.71240 4.15522
*
```

Here are the Löwdin charges for atoms 1 to 5, given in e: 0.346 -0.371 0.864 -0.373 -0.095

Entry 4:
Molecular formula: C16H31NO27S6
Method: DFT, ωB97M-V/def2-TZVPD

- Molecular weight: 861.81 g mol⁻¹
- E_HOMO: -11.23 eV
- Calculated total energy: -138870.2464 eV
- HOMO-LUMO gap: 10.3 eV

Structure (ORCA input):
```
! wB97M-V def2-TZVPD RIJCOSX def2/J DEFGRID3
* xyz 0 1
C -1.34293 1.49298 3.96169
C -2.45688 1.17328 2.98366
C -2.27679 1.70829 1.59434
O -0.98578 1.40291 1.01036
C -0.08013 2.38152 1.11662
O -0.17451 3.30339 -0.03553
S 1.09402 3.28142 -0.92192
O 0.87750 2.35031 -1.96085
O 1.55646 4.54632 -1.29136
O 2.10270 2.67964 0.12819
C 1.40221 1.93062 1.15321
C 1.77139 0.47798 1.23303
O 1.07120 -0.32048 0.27538
N 0.79739 -1.62127 0.88705
O -0.34193 -1.80353 0.92922
H -0.36859 1.23664 3.56525
H -1.50368 0.95517 4.88334
H -1.32550 2.54889 4.21149
H -3.37060 1.61795 3.35860
H -2.60934 0.10323 2.94533
H -3.00851 1.23650 0.95397
H -2.45055 2.77829 1.53176
H -0.27759 3.02957 1.95876
H 1.77257 2.33034 2.09319
H 2.83904 0.39054 1.06065
H 1.57793 0.13492 2.24169
C 5.20706 -5.11971 2.04337
C 4.15950 -4.88470 0.97791
O 2.96843 -4.57671 1.73057
S 3.35985 -3.79012 3.05739
O 3.20006 -2.39722 2.84824
O 2.74099 -4.43875 4.15157
O 4.91520 -4.12682 3.04236
H 5.11446 -6.10767 2.49733
H 6.21881 -4.97312 1.67866
H 3.97666 -5.75903 0.36122
H 4.40494 -4.03618 0.34936
C -1.50549 -5.04444 3.45151
C -2.56054 -4.81431 2.39122
O -3.73804 -4.50118 3.14903
S -3.33416 -3.69149 4.46337
O -3.47154 -2.30515 4.21397
O -3.95401 -4.30189 5.57599
O -1.77916 -4.04620 4.44502
H -1.60378 -6.03126 3.90606
H -0.49399 -4.91132 3.07794
H -2.74698 -5.69256 1.78093
H -2.31564 -3.96401 1.75110
C -2.94565 0.14857 -2.62852
C -2.28405 -0.91153 -1.77662
O -3.14443 -1.02387 -0.63387
S -4.66118 -0.77264 -1.06754
O -5.31245 -2.01001 -1.27374
O -5.20022 0.20861 -0.20251
O -4.34894 -0.12560 -2.49452
H -2.74801 1.15234 -2.24758
H -2.66204 0.09086 -3.67493
H -1.29050 -0.62078 -1.44414
H -2.24260 -1.87566 -2.28753
C -0.32462 5.72739 -3.77694
C -1.38109 6.03066 -2.74088
O -2.11738 7.12103 -3.31269
S -2.16295 6.97916 -4.90435
O -3.37555 6.36451 -5.29572
O -1.75062 8.20810 -5.46729
O -0.99280 5.90014 -5.03630
H 0.49430 6.44655 -3.72402
H 0.07629 4.72150 -3.70207
H -0.95263 6.33314 -1.79058
H -2.05632 5.18494 -2.59276
C 2.34019 -0.22915 -3.54100
C 3.39483 0.81993 -3.28209
O 4.55639 0.05877 -2.90517
S 4.58088 -1.30999 -3.71454
O 5.41406 -1.19503 -4.85001
O 4.77019 -2.36281 -2.78547
O 3.06288 -1.28957 -4.19582
H 1.91508 -0.60571 -2.60957
H 1.54756 0.12208 -4.19368
H 3.11853 1.49075 -2.47809
H 3.63113 1.39174 -4.18071
*
```

Here are the Löwdin charges for atoms 1 to 5, given in e: -0.078 -0.199 -0.146 -0.036 -0.314